1.
DFT (wB97M-V/def2-TZVPD) results for a cluster of 6 separate species, C21H32N3O10 in total in a non-equilibrium geometry.

Geometry as XYZ:
```
66
Properties=species:S:1:pos:R:3
O 23.55600 22.47000 20.78400
O 24.01800 24.87700 17.60400
O 30.04500 21.76800 21.33400
O 23.00600 22.50400 22.90800
O 27.68100 28.14300 19.59900
O 19.51200 25.27000 21.41200
O 26.96400 21.10000 16.80900
O 25.09100 22.36600 22.33700
O 22.66700 20.55100 24.61900
O 27.15600 22.95900 26.42300
N 23.90500 22.32400 21.99600
N 21.76500 24.63400 21.26600
N 25.36600 23.62800 24.94500
C 23.04600 18.40100 25.51000
C 27.66500 21.15300 17.83300
C 29.35900 21.58700 20.24700
C 25.47500 25.14400 19.30900
C 26.98600 27.32700 19.16700
C 23.06800 19.29000 24.29500
C 26.86200 23.32400 25.32200
C 26.95000 21.51600 19.10800
C 27.86600 21.71100 20.22900
C 20.36200 24.37300 21.64400
C 26.26700 27.61000 17.84200
C 26.58400 26.00000 19.96600
C 27.73200 23.09300 24.18000
C 24.88300 25.50300 18.06600
C 29.94600 21.06900 19.04000
C 29.13800 20.89000 17.83700
C 25.34900 26.59700 17.28600
C 22.06000 25.69400 20.31400
C 24.33900 23.48400 25.93600
C 19.99800 22.97600 22.18400
C 22.04800 18.83800 23.27400
H 21.68900 25.51200 19.35500
H 22.15300 18.17400 25.87800
H 28.90000 23.09600 24.12600
H 22.43600 24.91300 22.03900
H 27.33800 22.02400 21.22500
H 30.99300 21.21100 19.04400
H 23.97800 19.17100 23.90600
H 26.77500 28.40600 17.17500
H 22.84200 21.10900 23.70400
H 24.99300 23.06400 24.14300
H 26.82800 25.49100 20.90600
H 23.14600 25.84200 20.25100
H 22.04700 17.66700 23.02300
H 19.00100 22.98100 22.48700
H 20.30500 22.08900 21.50300
H 25.38400 24.19200 19.79100
H 24.02000 22.39400 26.03200
H 21.58500 26.63700 20.58000
H 21.11700 19.03000 23.49200
H 24.66500 26.96600 16.46400
H 23.38400 17.44500 25.27500
H 22.13200 23.62800 20.98700
H 20.51900 22.94700 23.26800
H 24.79500 24.01600 26.65200
H 27.42600 22.36900 23.40800
H 27.63800 23.94800 23.41300
H 22.43400 19.28600 22.40500
H 25.29300 24.44400 24.53200
H 23.48000 24.11500 25.64500
H 29.51100 20.42700 16.80600
H 25.88800 21.74200 19.10200
H 23.56400 18.94300 26.20000
```

Properties
charge: +1
orbital gap: 7.7 eV
LUMO level: -0.159 Ha



2.
DFT (wB97M-V/def2-TZVPD) results for a structure of composition C21H32N3OPdS4 in a non-equilibrium geometry.

Geometry as XYZ:
```
62
Properties=species:S:1:pos:R:3
Pd -5.11787 19.65340 7.50544
S -8.12839 12.37319 2.97369
S -6.47631 19.57915 9.55944
S -3.29371 18.26607 8.58457
S -4.11800 21.60212 8.58695
O -10.57544 13.07395 3.79339
N -9.67633 24.20323 5.55574
N -9.01649 21.96073 5.75886
N -11.03290 22.28776 4.88659
C -9.86235 22.89480 5.37840
C -7.99487 15.22074 5.80019
C -6.60217 14.43763 3.53514
C -2.32472 19.58659 9.49755
C -6.85711 15.92925 5.39539
C -6.32024 21.21002 10.24736
C -5.91532 18.12995 6.45479
C -8.44174 14.13497 5.08240
C -10.55379 10.80946 2.80179
C -6.16105 15.51661 4.25217
C -5.40494 18.49156 10.64515
C -2.47121 20.86029 8.69464
C -4.87673 21.68310 10.25820
C -10.02299 12.13624 3.26710
C -10.45681 25.16985 4.78818
C -11.04981 21.30290 3.81801
C -6.48637 17.13379 6.01563
C -7.74025 13.69885 3.93738
C -4.50189 17.55616 9.81613
C -8.49672 24.62786 6.24776
C -12.34134 22.60758 5.53515
H -4.76965 22.68814 10.62111
H -2.72366 19.61245 10.51928
H -10.79612 24.64992 3.81855
H -9.39178 21.09743 5.45140
H -7.67123 23.89615 6.26776
H -13.05381 22.37946 4.78629
H -8.56320 15.57790 6.63575
H -12.51265 21.89462 6.39678
H -1.83017 21.64766 9.08244
H -6.02026 14.16577 2.67185
H -10.32830 10.70993 1.73892
H -11.61723 10.78699 2.91938
H -9.87216 25.99792 4.46031
H -4.90682 19.02745 11.41825
H -11.17260 20.27486 4.22784
H -11.29808 25.59136 5.34173
H -6.75190 21.24775 11.26901
H -8.70365 24.78714 7.33209
H -1.24558 19.23134 9.58973
H -9.41137 13.75438 5.38713
H -11.77727 21.62225 3.09948
H -5.31348 16.04527 3.82644
H -4.33091 21.10894 10.97630
H -5.15791 16.88555 9.25729
H -3.92237 16.89297 10.48412
H -12.35130 23.67333 5.79752
H -2.10831 20.68632 7.67817
H -10.09815 21.34992 3.22386
H -8.09763 25.54434 5.81169
H -6.98091 21.77478 9.60676
H -10.07788 10.04993 3.38180
H -6.14869 17.83434 11.15214
```

Properties
charge: +3
expectation value of S²: 6.0682
orbital gap (spin up / spin down): 8.6 / 6.0 eV
multiplicity: 5
LUMO level (spin up / spin down): -0.257 / -0.377 Ha



So what do the calculations give for ΔE to the lowest compared entry with this formula, charge and spin? Going down the list: 0.00; 16.98 kcal per mole.
So what do the calculations give for E_tot? Going down the list: -1735.28007; -2778.39783 Ha.